C18H22N2O3 | ωB97M-V/def2-TZVPD

Results
ΔE to the lowest compared entry with this formula, charge and spin = 429.0 kcal/mol
multiplicity = 1
LUMO level = 0.022 hartree
max |F| = 0.34333 hartree/bohr
E = -1033.7173 hartree
frontier orbital gap = 8.695 eV

```
45
Properties=species:S:1:pos:R:3:forces:R:3
C 6.122888 -1.278385 -0.090259 3.357 2.552 -6.705
H 7.145409 -0.739445 0.009735 -2.140 -0.083 0.090
H 6.298610 -2.153561 0.293440 0.520 -5.131 2.388
H 6.042441 -1.479950 -1.272756 0.660 0.127 2.013
C 4.893515 -0.672594 0.185779 -1.881 7.151 6.311
C 4.711430 0.784344 -0.289003 0.109 -0.448 -0.757
C 3.440910 1.491950 0.319690 2.262 4.202 -1.940
N 2.310364 0.857428 -0.206537 -0.552 -4.622 4.305
C 1.368268 1.313916 -1.061197 0.499 -4.514 5.935
O 1.601199 2.282789 -1.590739 0.969 8.360 -5.899
C 0.091135 0.654058 -1.145338 -0.784 -6.903 -6.151
H -0.543751 1.048697 -2.042394 0.952 -0.463 2.149
O -0.611978 0.258494 -0.087026 0.279 11.322 1.565
C -1.046821 -0.645198 0.527956 -1.487 -13.920 -1.259
O -0.766473 -1.816532 -0.100052 -1.674 3.359 3.856
C -2.065656 -0.559398 1.794676 2.622 0.038 -7.013
C -3.166626 0.065703 1.262990 -7.476 9.619 -2.304
C -3.622612 1.429877 1.661043 3.346 -0.889 -0.308
N -4.626180 1.944381 0.856489 1.128 -3.851 0.481
C -5.133696 0.861658 0.214289 -1.813 0.576 -6.355
C -6.227100 0.694784 -0.864548 2.596 13.781 10.725
C -6.413798 -0.375615 -1.336873 -0.182 -12.884 -8.831
C -5.371142 -1.391065 -1.297359 -0.547 -5.683 0.034
C -4.360879 -1.349925 -0.317388 -0.125 -3.585 -6.503
C -4.159859 -0.056180 0.007935 4.036 -1.508 8.349
H -3.494883 -2.176265 -0.402352 -2.091 2.042 0.776
H -5.482397 -2.588256 -1.941699 -0.046 4.145 1.991
H -7.082104 -0.432063 -2.212009 -0.333 -0.475 0.846
H -6.977100 1.463637 -0.771886 -0.240 0.419 -0.807
H -5.176431 2.676373 1.088628 -1.784 2.784 1.082
H -3.110613 2.266969 2.225616 -0.402 -1.608 -0.069
H -1.504437 0.022462 2.308198 3.015 3.724 4.781
H -2.238508 -1.467472 2.083547 -0.351 -5.390 1.983
H 0.351045 -0.698465 -1.499345 -0.198 3.685 -0.048
C 2.325070 -0.517128 0.574891 10.357 7.518 1.312
H 1.491526 -0.812209 0.415664 -9.888 -5.300 -2.101
C 3.593868 -1.253330 -0.079445 -1.174 -2.112 15.621
H 3.581735 -2.197145 0.881709 -0.066 1.375 -3.770
H 3.443882 -1.415116 -0.959705 -2.099 -2.815 -10.052
H 2.319205 -0.156487 1.748396 0.720 -1.403 -2.817
H 3.494270 2.491201 -0.211665 -0.097 -0.733 0.587
H 3.474476 1.882053 1.468466 -0.219 -1.853 -2.335
H 5.558086 1.424724 -0.100843 0.593 0.002 0.091
H 4.644854 0.596454 -1.394650 -0.459 1.293 0.457
H 4.878874 -0.280159 1.345912 0.089 -1.904 -1.702
```
Forces are in eV/Å.